[1]
{
  "formula": "C40H44N4SY",
  "method": "ωB97M-V with the def2-TZVPD basis set",
  "species": ["Y", "N", "N", "C", "C", "C", "C", "H", "H", "H", "C", "C", "H", "H", "H", "C", "C", "H", "H", "H", "C", "H", "H", "H", "C", "H", "H", "H", "C", "H", "C", "H", "C", "H", "C", "H", "C", "C", "H", "C", "C", "H", "C", "H", "N", "C", "C", "C", "H", "C", "C", "H", "H", "H", "C", "H", "C", "C", "H", "H", "H", "C", "H", "H", "H", "N", "S", "C", "C", "C", "C", "C", "C", "C", "C", "C", "C", "C", "C", "H", "H", "H", "H", "H", "H", "H", "H", "H", "H", "H"],
  "xyz": [[0.578997, 0.541964, -0.771535], [-2.616734, 4.002869, -2.620583], [2.777535, 0.976807, -1.238367], [-0.412364, -2.325041, -0.256643], [-0.949619, -1.747129, -1.437490], [-2.235365, -1.137700, -1.080889], [-3.240838, -0.750248, -1.933156], [-3.118977, -0.870810, -3.004817], [-3.068531, 1.547604, -2.196140], [-4.169278, -0.361198, -1.526586], [-2.280212, -1.127904, 0.367896], [-3.353276, -0.525672, 1.176172], [-3.983671, -1.289865, 1.659734], [-3.999563, 0.106760, 0.557468], [-2.929026, 0.105822, 1.973117], [-1.243117, -1.938318, 0.846194], [-1.200924, -2.505562, 2.214525], [-1.254518, -1.710153, 2.967147], [-0.286463, -3.082279, 2.388737], [-2.058895, -3.177871, 2.393481], [-0.586340, -2.115582, -2.825704], [-1.093439, -3.045031, -3.138815], [0.495641, -2.276954, -2.942918], [-0.882743, -1.336642, -3.538221], [0.552625, -3.454316, -0.219996], [1.115477, -3.469328, 0.722463], [1.275024, -3.397069, -1.043647], [0.036514, -4.431174, -0.312637], [-2.361624, 5.278142, -2.387681], [-3.185447, 5.984021, -2.563244], [-1.135104, 5.748538, -1.877714], [-1.070297, 6.785657, -1.549860], [-0.081578, 4.829541, -1.722975], [0.877128, 5.171620, -1.338005], [-0.277362, 3.501017, -2.088547], [0.560559, 2.774836, -2.155631], [-1.618608, 3.092443, -2.441529], [-2.028541, 1.733111, -2.424167], [-1.447906, 0.977508, -2.983265], [3.198147, -0.129696, -0.576740], [3.187246, 0.811571, -2.575117], [3.113772, 1.637037, -3.262852], [3.766467, -0.405962, -2.725257], [4.243438, -0.848633, -3.595329], [3.751722, -1.008789, -1.444874], [4.098417, -2.313616, -1.042298], [4.196751, -3.415414, -1.919231], [4.556671, -4.645543, -1.350537], [4.726186, -5.489169, -2.019822], [4.696804, -4.812532, 0.030073], [5.182250, -6.098567, 0.620654], [4.774008, -6.222049, 1.627871], [6.276052, -6.107212, 0.718960], [4.895634, -6.959548, 0.010696], [4.390892, -3.745594, 0.875140], [4.425464, -3.893081, 1.954824], [4.064116, -2.489710, 0.353818], [3.625073, -1.369210, 1.184898], [3.591879, -0.135860, 0.506830], [4.275979, -1.208430, 2.049815], [2.583426, -1.479993, 1.530326], [3.863487, -3.366460, -3.382844], [4.566285, -2.743795, -3.952705], [2.828997, -3.041117, -3.595925], [3.954237, -4.386853, -3.776411], [0.047901, 1.906357, 0.755793], [-0.464751, 2.838869, 2.061915], [-1.829293, 3.757780, 1.376157], [-1.961179, 5.120518, 1.688968], [-3.088399, 5.817278, 1.256232], [-4.064455, 5.164536, 0.499102], [-3.905815, 3.817108, 0.160866], [-2.790221, 3.113025, 0.611626], [-1.364120, 1.754920, 3.202413], [-0.651698, 0.712534, 3.812175], [-1.286266, -0.112302, 4.743230], [-2.624125, 0.113764, 5.090586], [-3.310917, 1.199112, 4.545748], [-2.668038, 2.043850, 3.635134], [0.619086, 2.569550, 0.187140], [-1.177561, 5.597944, 2.276130], [-3.199189, 6.874661, 1.502869], [-4.942522, 5.709719, 0.143298], [-4.646853, 3.313782, -0.463791], [-2.640359, 2.061389, 0.369906], [0.400161, 0.569067, 3.557120], [-0.732586, -0.936912, 5.200905], [-3.122792, -0.551891, 5.798525], [-4.345634, 1.401790, 4.834208], [-3.182916, 2.929364, 3.263614]],
  "forces_ev_per_angstrom": [[-0.4, -3.3, -1.2], [-0.1, 0.9, 0.0], [0.4, 1.6, -1.9], [-0.6, 0.4, 0.1], [-0.4, 0.5, 0.7], [0.8, 0.1, 0.4], [-0.2, -0.7, 0.1], [-0.2, 0.2, 0.1], [0.1, 0.0, -0.6], [0.1, 0.0, -0.3], [0.5, -0.5, -0.9], [-0.4, 0.2, 0.5], [0.0, 0.2, 0.0], [0.0, -0.1, 0.1], [-0.3, -0.2, -0.2], [0.2, 0.4, -0.9], [0.2, 0.0, 0.5], [0.0, -0.3, -0.1], [-0.1, 0.1, 0.0], [0.2, 0.1, 0.0], [0.1, -0.3, -0.6], [0.1, 0.1, -0.1], [-0.2, 0.0, 0.0], [0.1, -0.1, 0.0], [0.5, -0.3, 0.1], [0.0, -0.1, -0.3], [0.0, 0.0, 0.2], [0.1, 0.3, 0.0], [0.9, 0.1, 0.7], [0.3, -0.2, 0.1], [-0.8, 0.2, 0.1], [0.2, -0.2, -0.2], [-0.1, -0.6, -0.6], [0.0, -0.1, -0.1], [0.0, 1.0, -0.5], [-0.4, 0.6, 0.2], [-0.1, -1.7, 0.3], [1.6, 0.6, -0.1], [-0.2, 0.3, 0.6], [-4.4, 2.7, -1.7], [-0.1, 0.1, 0.5], [-0.1, -0.2, -0.4], [0.1, -0.2, 0.2], [-0.3, 0.2, 0.5], [1.2, -0.9, -1.9], [-0.9, -0.1, -0.4], [0.2, 0.1, 0.7], [0.0, 0.3, 0.1], [-0.1, 0.0, 0.1], [0.1, 0.4, -0.1], [0.1, -0.3, 0.1], [0.0, -0.1, -0.1], [-0.1, 0.0, -0.1], [0.0, 0.0, 0.1], [0.4, 0.0, -0.6], [-0.1, 0.1, -0.2], [0.2, -0.4, 0.0], [1.5, -1.4, 4.5], [-0.3, -1.3, 0.7], [0.1, -0.7, 0.6], [0.4, 0.6, -0.5], [0.2, -0.3, -0.5], [-0.3, -0.2, 0.0], [0.5, 0.1, 0.2], [0.0, 0.2, 0.0], [-0.4, 1.9, 2.4], [-0.2, -0.5, -1.5], [-0.5, 1.0, 0.3], [0.2, -0.5, 0.1], [0.0, -0.1, 0.0], [0.1, -0.2, 0.0], [0.0, 0.1, 0.1], [-0.1, -0.4, -0.2], [0.1, -0.3, 0.6], [0.0, 0.2, -0.2], [-0.1, 0.2, 0.1], [0.2, 0.0, -0.1], [0.4, 0.1, 0.0], [0.0, 0.1, -0.2], [-0.3, 0.4, 0.9], [-0.2, 0.0, -0.1], [0.1, -0.3, -0.1], [0.3, -0.2, 0.1], [0.3, 0.2, 0.2], [-0.1, 0.2, -0.1], [-0.3, -0.2, 0.0], [-0.2, 0.3, -0.2], [0.2, 0.2, -0.2], [0.4, 0.0, -0.1], [0.1, -0.4, 0.0]],
  "total_charge": -1,
  "lumo_ev": [1.98, 1.95],
  "orbital_gap_ev": [3.759, 3.001],
  "max_force_ev_per_a": 5.43,
  "multiplicity": 1,
  "total_energy_ha": -2205.84201,
  "mol_weight_g_mol": 701.8,
  "homo_ev": [-1.778, -1.049]
}

---

[2]
{
  "formula": "C30H26Br2FMoN8OS3",
  "method": "ωB97M-V with the def2-TZVPD basis set",
  "species": ["Mo", "C", "C", "C", "C", "C", "C", "Br", "C", "C", "Br", "C", "O", "C", "N", "H", "H", "H", "H", "H", "H", "C", "N", "C", "C", "N", "C", "S", "C", "C", "C", "C", "C", "N", "H", "H", "H", "H", "H", "H", "H", "H", "H", "F", "C", "C", "C", "C", "C", "C", "H", "H", "H", "H", "C", "C", "C", "N", "N", "C", "N", "S", "H", "H", "H", "H", "H", "H", "H", "S", "C", "N"],
  "xyz": [[-0.208984, 0.441981, 0.698078], [1.879514, 0.342361, -4.039481], [2.928237, 0.350159, -2.963940], [4.299327, 0.337042, -3.293396], [5.233998, 0.330488, -2.299385], [4.816480, 0.345746, -0.952451], [5.690258, 0.338560, 0.159657], [7.566076, 0.282664, -0.096673], [5.205011, 0.350640, 1.433085], [3.823012, 0.376262, 1.656695], [3.200882, 0.293188, 3.442218], [2.906909, 0.413024, 0.625337], [1.587663, 0.463928, 0.814526], [3.418734, 0.378937, -0.721150], [2.512881, 0.368936, -1.717586], [2.330078, 0.363730, -5.029708], [1.230761, 1.212185, -3.927059], [1.265011, -0.556320, -3.953186], [4.601575, 0.327278, -4.332011], [6.290061, 0.315125, -2.529619], [5.882740, 0.337930, 2.274259], [-2.080546, 3.489993, -3.257646], [-2.103210, 2.040488, -3.208532], [-2.835617, 1.214373, -4.032644], [-2.618664, -0.046354, -3.640610], [-1.735457, -0.008086, -2.556390], [-1.429371, 1.307475, -2.297596], [-0.427428, 2.066756, -1.164186], [-1.227006, -1.182830, -1.956844], [-1.743819, -2.422358, -2.315425], [-1.111189, -3.565506, -1.864840], [0.023611, -3.446656, -1.076612], [0.409005, -2.181780, -0.696882], [-0.219481, -1.065792, -1.093501], [-2.648699, 3.816601, -4.123596], [-1.055917, 3.849689, -3.329968], [-2.522844, 3.902497, -2.351087], [-3.450219, 1.587781, -4.832022], [-2.994269, -0.956515, -4.062678], [-2.625615, -2.505319, -2.930166], [-1.490298, -4.538791, -2.145021], [0.572990, -4.316625, -0.747596], [1.272001, -2.026424, -0.059555], [-1.092233, 5.078190, 4.812281], [-0.919020, 4.092961, 3.918380], [0.360665, 3.750803, 3.529810], [0.519487, 2.727803, 2.605218], [-0.566163, 2.009120, 2.069392], [-1.839022, 2.427175, 2.486205], [-2.028239, 3.453103, 3.397408], [1.211239, 4.281510, 3.937328], [1.526098, 2.496296, 2.280789], [-2.718332, 1.933415, 2.093934], [-3.017717, 3.764754, 3.704222], [-3.571886, -3.975553, 1.905278], [-2.152838, -4.256898, 2.418088], [-1.443668, -2.977409, 2.715572], [-1.023312, -2.154937, 1.833822], [-0.457766, -1.011393, 2.342216], [-0.485411, -0.970604, 3.665909], [-0.068942, 0.045113, 4.415488], [-1.196201, -2.395794, 4.352500], [-4.089495, -4.911520, 1.697834], [-3.531316, -3.382867, 0.992476], [-4.151234, -3.424058, 2.646416], [-1.589231, -4.800572, 1.658850], [-2.195230, -4.870270, 3.317857], [0.200783, 0.914752, 3.976851], [-0.086641, -0.010676, 5.417062], [-4.679272, -0.427907, -0.325328], [-3.222025, -0.052746, 0.154851], [-2.111247, 0.221736, 0.474501]],
  "forces_ev_per_angstrom": [[-1.8, 0.7, 0.4], [0.0, 0.0, 0.0], [-0.1, 0.0, 0.2], [0.2, 0.0, 0.0], [-0.1, 0.0, -0.1], [-0.2, 0.0, 0.0], [0.2, 0.0, 0.2], [-0.1, 0.0, 0.0], [0.3, 0.0, -0.1], [-0.8, 0.0, 0.0], [0.1, 0.0, -0.1], [0.6, 0.0, -0.1], [3.6, -0.2, 0.0], [0.0, 0.0, 0.2], [-0.1, 0.0, -0.2], [0.0, 0.0, 0.0], [0.0, 0.0, 0.0], [0.0, 0.0, 0.0], [0.0, 0.0, 0.0], [0.0, 0.0, 0.0], [0.0, 0.0, 0.0], [0.0, 0.2, 0.1], [0.1, -0.2, 0.1], [-0.1, -0.1, -0.1], [0.0, 0.0, -0.1], [-0.2, 0.3, 0.0], [0.1, 0.0, 0.0], [0.2, 0.1, 0.1], [0.3, -0.2, 0.1], [-0.1, 0.1, -0.1], [0.2, 0.1, 0.1], [-0.1, -0.2, -0.2], [0.2, 0.1, -0.1], [0.0, -0.4, 0.0], [0.0, 0.0, 0.0], [0.0, 0.0, -0.1], [0.0, 0.0, 0.0], [0.0, 0.1, 0.0], [0.0, 0.0, 0.0], [0.0, 0.0, 0.0], [0.0, 0.0, 0.0], [0.0, 0.0, 0.0], [-0.1, 0.0, 0.1], [0.0, 0.0, 0.0], [0.0, -0.1, -0.1], [0.0, 0.1, 0.1], [0.1, -0.1, -0.2], [0.2, 0.4, 0.1], [-0.1, -0.2, 0.0], [0.1, 0.1, 0.0], [0.0, 0.0, 0.0], [0.0, 0.0, 0.1], [0.0, 0.0, 0.0], [0.0, 0.0, 0.0], [0.1, -0.1, 0.1], [-0.3, 0.1, -0.1], [0.1, 0.2, 0.3], [0.0, -0.3, -0.2], [-0.1, -0.1, 0.2], [-0.2, -0.1, -0.2], [0.1, 0.0, 0.1], [0.1, 0.0, -0.2], [0.0, 0.0, 0.0], [0.0, 0.0, 0.0], [0.0, 0.0, 0.0], [0.1, 0.0, 0.1], [0.1, 0.0, 0.0], [0.0, 0.0, 0.0], [-0.1, 0.0, 0.0], [-0.3, -0.1, -0.1], [0.4, 0.1, 0.1], [-2.3, -0.4, -0.3]],
  "total_charge": 1,
  "lumo_ev": [-3.61, -3.19],
  "s2": 2.0261,
  "de_lowest_kj_mol": 54.2,
  "orbital_gap_ev": [5.995, 7.357],
  "max_force_ev_per_a": 3.59,
  "multiplicity": 3,
  "total_energy_ha": -8182.63348,
  "mol_weight_g_mol": 885.5,
  "homo_ev": [-9.600, -10.551]
}